Formula: C2H3ClN2
Source: OMol25
Level of theory: ωB97M-V/def2-TZVPD

Calculated values
Max |F| (eV/Å): 3.89
Kohn-Sham gap (alpha / beta) (eV): 8.256 / 8.256
HOMO energy (alpha / beta) (eV): -8.83 / -8.83
Molecular weight (g/mol): 90.5
Energy above the lowest of the compared OMol25 structures with the same formula, charge and spin (eV): 7.442

The geometry in XYZ format:
```
8
C2H3ClN2 ωB97M-V/def2-TZVPD
Cl -2.10 0.45 1.42
N 0.06 1.08 -1.34
N 0.82 0.30 -0.77
C -1.15 -0.87 1.68
C 1.32 -0.33 0.14
H -1.14 -1.35 0.77
H 0.41 1.91 -1.84
H 1.79 -1.19 -0.06
```

Atom charges from the Mulliken analysis, given in e for atoms 1 to 6: -0.0019, -0.7159, 0.4617, -0.2197, -0.2334, 0.1869

=====

Formula: C28H41GeIN8OTeW
Source: OMol25
Level of theory: ωB97M-V/def2-TZVPD

Calculated values
Max |F| (eV/Å): 0.28
Kohn-Sham gap (alpha / beta) (eV): 6.104 / 6.157
HOMO energy (alpha / beta) (eV): -11.76 / -11.74
Net charge: +2
Molecular weight (g/mol): 1016.6
Energy above the lowest of the compared OMol25 structures with the same formula, charge and spin (eV): 0.746

The geometry in XYZ format:
```
82
C28H41GeIN8OTeW ωB97M-V/def2-TZVPD
W 0.15 -0.86 0.12
I 1.53 5.35 -0.97
Te -1.53 1.29 -0.55
Ge 0.08 -1.93 -3.23
O 0.85 2.79 1.63
N 1.37 -2.21 1.37
N -0.97 -0.14 4.44
N -3.26 -3.09 1.90
N -1.76 -1.73 2.97
N 2.09 4.47 2.47
N -1.68 -1.94 0.63
N -0.30 -0.08 2.20
N 2.04 0.22 0.48
C -1.36 2.74 -4.61
C 0.44 -0.28 -4.21
C 2.96 -3.75 3.02
C -1.70 -0.80 5.52
C -0.17 1.05 4.75
C -0.97 -0.60 3.18
C 4.39 1.51 1.22
C 2.89 -0.35 1.37
C -0.83 2.53 -2.16
C 1.78 -4.27 2.50
C -3.18 1.53 -5.60
C 2.52 -1.71 1.84
C 0.40 4.98 0.81
C 3.33 -2.46 2.68
C -1.67 2.20 -3.36
C -1.83 -2.40 -3.16
C 1.02 -3.46 1.68
C -3.13 0.79 -1.89
C 3.55 2.07 0.27
C 0.80 -1.81 -1.38
C -2.22 -2.23 1.77
C 1.04 -3.42 -4.06
C -3.51 1.00 -4.36
C -2.76 1.34 -3.24
C 2.38 1.40 -0.05
C 4.05 0.29 1.78
C -2.11 2.41 -5.72
C 1.14 3.98 1.66
H 0.22 2.36 -2.35
H -2.18 -2.36 -0.14
H -3.84 -3.08 2.72
H -1.93 -3.48 -3.25
H 1.68 1.81 -0.76
H -0.40 1.86 4.07
H 2.67 3.84 2.99
H 1.68 -2.48 -1.39
H 1.21 -0.46 -4.96
H 3.58 -4.35 3.66
H -0.96 3.57 -1.86
H 0.16 0.80 2.42
H 0.79 0.50 -3.53
H -0.41 1.37 5.76
H 1.47 -5.28 2.71
H -0.46 0.08 -4.72
H -1.44 -0.32 6.46
H 4.26 -2.06 3.06
H 5.30 2.00 1.52
H 4.70 -0.17 2.50
H -3.28 -0.28 -1.90
H -2.20 -2.11 3.78
H -2.29 -2.08 -2.23
H 0.69 -3.56 -5.09
H 0.86 -4.34 -3.51
H -1.85 2.82 -6.69
H 3.77 3.01 -0.20
H -4.35 0.33 -4.27
H 0.10 -3.81 1.23
H -0.51 3.41 -4.70
H 0.26 5.94 1.30
H -2.38 -1.93 -3.99
H -1.41 -1.85 5.62
H -2.78 -0.72 5.40
H -3.63 -3.55 1.09
H -3.76 1.26 -6.47
H 0.90 0.83 4.69
H -0.55 4.56 0.50
H -4.03 1.26 -1.50
H 2.11 -3.22 -4.09
H 2.36 5.44 2.43
```

Atom charges from the Mulliken analysis, given in e for atoms 1 to 6: 0.0601, 0.0733, -0.0086, 0.6053, -0.3504, 0.3195

=====

Formula: C2H5N3O3
Source: OMol25
Level of theory: ωB97M-V/def2-TZVPD

Calculated values
SMILES: N/N=C(\NO)C(=O)O
Max |F| (eV/Å): 8.11
Kohn-Sham gap (eV): 9.074
HOMO energy (eV): -9.23
Molecular weight (g/mol): 119.1
Energy above the lowest of the compared OMol25 structures with the same formula, charge and spin (eV): 5.564

The geometry in XYZ format:
```
13
C2H5N3O3 ωB97M-V/def2-TZVPD
O -2.55 0.13 -0.03
O -2.04 -1.97 0.15
O -0.48 2.10 -0.03
N 0.87 -1.34 -0.20
N 0.36 0.77 -0.17
N 2.18 -0.82 -0.06
C -1.68 -0.82 -0.28
C -0.18 -0.50 -0.36
H -0.49 2.27 1.05
H 1.10 1.01 -0.74
H 2.43 0.01 0.75
H 2.61 -1.71 0.51
H -2.12 0.87 -0.58
```

Atom charges from the Mulliken analysis, given in e for atoms 1 to 6: -0.4036, -0.5447, -0.5361, -0.3004, -0.2386, -0.6223

=====

Formula: C20H25ClN2OW
Source: OMol25
Level of theory: ωB97M-V/def2-TZVPD

Calculated values
Max |F| (eV/Å): 3.54
⟨S²⟩: 2.017
Kohn-Sham gap (alpha / beta) (eV): 5.742 / 6.444
HOMO energy (alpha / beta) (eV): -13.65 / -14.34
Net charge: +2
Multiplicity: 3
Molecular weight (g/mol): 528.7
Energy above the lowest of the compared OMol25 structures with the same formula, charge and spin (eV): 1.251

The geometry in XYZ format:
```
50
C20H25ClN2OW ωB97M-V/def2-TZVPD
W -0.06 -0.10 -0.17
Cl -0.57 -2.52 -0.32
O 5.10 2.67 5.09
N 5.43 4.38 3.65
N 2.22 1.16 1.27
C 1.02 -0.54 -2.08
C -2.09 0.22 0.68
C -1.57 1.57 0.71
C 2.76 2.34 0.93
C 4.88 3.18 4.00
C -1.38 -5.45 -0.86
C -0.29 -5.74 -1.80
C 1.58 0.65 -1.52
C -1.44 -0.51 1.75
C 2.55 0.63 2.45
C -0.59 0.40 2.44
C -2.72 -5.19 -1.40
C -1.25 -5.88 0.54
C 3.64 3.05 1.75
C -0.37 -0.28 -2.38
C -0.64 1.07 -2.02
C 4.00 2.51 2.99
C -0.66 1.67 1.81
C 0.54 1.64 -1.47
C 3.45 1.25 3.33
H -0.35 -5.11 -2.69
H -1.63 -1.54 2.04
H -1.88 2.39 0.07
H -0.23 -5.74 0.91
H 5.25 4.87 2.78
H 0.70 -5.61 -1.33
H 4.02 4.00 1.38
H 5.99 4.83 4.34
H 3.67 0.76 4.27
H -3.36 -4.68 -0.67
H 0.67 2.67 -1.13
H -1.49 -6.95 0.63
H -2.91 -0.14 0.06
H -2.68 -4.59 -2.32
H -0.35 -6.78 -2.14
H -1.06 -0.94 -2.91
H -3.21 -6.14 -1.66
H 2.51 2.75 -0.05
H 1.57 -1.45 -2.27
H -1.95 -5.34 1.19
H 2.09 -0.31 2.75
H -0.04 0.18 3.36
H -1.58 1.61 -2.21
H -0.15 2.58 2.11
H 2.61 0.79 -1.22
```

Atom charges from the Mulliken analysis, given in e for atoms 1 to 6: 1.2083, -0.4321, -0.5945, -0.2918, 0.0850, -0.4474

=====

Formula: C6H13NO2
Source: OMol25
Level of theory: ωB97M-V/def2-TZVPD

Calculated values
SMILES: C=CN(C)C(O)(O)CC
Max |F| (eV/Å): 3.46
Kohn-Sham gap (eV): 9.880
HOMO energy (eV): -8.95
Molecular weight (g/mol): 131.2
Energy above the lowest of the compared OMol25 structures with the same formula, charge and spin (eV): 2.017

The geometry in XYZ format:
```
22
C6H13NO2 ωB97M-V/def2-TZVPD
O -2.00 -0.88 -0.12
O -0.98 0.41 -1.66
N -0.12 0.38 0.50
C 1.62 -1.20 -1.42
C -0.78 1.74 0.81
C -0.78 -0.37 -0.52
C 0.26 -0.38 1.70
C 0.24 -1.62 -0.96
C -0.08 2.82 1.20
H -0.54 1.24 -1.44
H 1.57 -0.45 -2.22
H 2.21 -0.78 -0.60
H -0.29 -2.10 -1.79
H 0.57 0.30 2.50
H -0.56 -0.99 2.07
H -1.86 1.78 0.69
H 2.17 -2.07 -1.81
H -2.48 -1.01 -0.95
H 1.13 -1.02 1.50
H 0.28 -2.35 -0.15
H -0.58 3.76 1.40
H 1.00 2.79 1.26
```

Atom charges from the Mulliken analysis, given in e for atoms 1 to 6: -0.5574, -0.5867, -0.0246, -1.1496, -0.3121, 0.6633

=====

Formula: C5H9N5O2
Source: OMol25
Level of theory: ωB97M-V/def2-TZVPD

Calculated values
SMILES: C=CC(=O)NN.On1ccnn1
Max |F| (eV/Å): 1.69
Kohn-Sham gap (eV): 9.658
HOMO energy (eV): -9.29
Molecular weight (g/mol): 171.2
Energy above the lowest of the compared OMol25 structures with the same formula, charge and spin (eV): 3.395

The geometry in XYZ format:
```
21
C5H9N5O2 ωB97M-V/def2-TZVPD
O 3.29 1.92 -0.02
O -2.78 0.43 1.75
N 1.86 -1.12 0.49
N -0.48 0.03 -0.90
N 3.03 0.59 0.15
N 1.78 0.19 0.36
N -1.03 0.25 0.36
C 3.14 -1.50 0.36
C 3.93 -0.39 0.13
C -4.59 -0.12 -0.33
C -3.28 -0.08 -0.53
C -2.37 0.22 0.61
H 0.16 -0.77 -0.86
H 3.43 -2.54 0.42
H 2.41 2.33 0.06
H -0.44 0.45 1.15
H -5.29 -0.33 -1.14
H 4.99 -0.22 -0.03
H -2.81 -0.24 -1.50
H 0.06 0.84 -1.20
H -4.99 0.07 0.67
```

Atom charges from the Mulliken analysis, given in e for atoms 1 to 6: -0.4639, -0.6564, -0.5124, -0.5984, 0.4303, -0.1375